# 1
C25H44Al2Cl2F11KMgN2O16SV | ωB97M-V with the def2-TZVPD basis set

Results
HOMO-LUMO gap: 2.8 eV
Electronic energy: -6938.12454 Ha
HOMO: -0.3797 Eh

ORCA input file:
```
! RIJCOSX wB97M-V def2-TZVPD def2/J DEFGRID3
* xyz 1 1
C 1.24489 0.17054 -1.25583
C -0.18871 0.45784 -1.04118
O -0.59714 1.20015 -0.19629
O -0.99659 -0.25071 -1.87188
C -1.95432 0.45979 -2.54083
O -2.03966 1.66135 -2.52348
C -2.84586 -0.27866 -3.37910
Al -4.57568 -0.85052 -2.60776
C -4.30410 -1.84572 -0.81827
F -5.57173 -2.02053 -0.19508
F -3.50771 -1.20127 0.05328
C -3.74940 -3.23289 -0.97946
F -2.52435 -3.13618 -1.51052
F -3.59811 -3.82671 0.23471
S -5.84992 1.08614 -2.24246
O -5.34127 2.12497 -3.07048
O -7.25533 0.82821 -2.57802
C -5.76559 1.71380 -0.47159
F -6.59389 0.99578 0.30340
F -6.14770 2.96902 -0.43829
F -4.54601 1.62450 0.01321
H 1.82495 0.73445 -0.55354
H 1.53689 0.30433 -2.27990
H 1.38411 -0.87492 -1.02582
H -2.34899 -1.20103 -3.64454
H -2.90388 0.33926 -4.25477
H -5.28569 -1.80272 -3.66302
H -4.38779 -3.87184 -1.56998
C 1.11894 -0.34388 4.22811
C 0.58984 -1.75658 3.94148
C 1.69141 -2.30998 3.05512
O 2.91185 -1.70571 3.44057
C 2.62265 -0.59714 4.32440
H 0.70546 0.09376 5.13214
H 0.90082 0.32264 3.39731
H 0.54608 -2.31335 4.88212
H -0.39235 -1.79720 3.47540
H 1.51929 -2.10242 1.99859
H 1.84180 -3.37597 3.19857
H 2.93306 -0.91056 5.32054
H 3.21041 0.26768 4.03368
C -2.19645 -7.46228 5.43121
C -1.50859 -6.23462 4.90180
C -0.92089 -6.40343 3.53606
O 0.19962 -5.46690 3.57690
C 0.53960 -5.35891 4.84306
O 1.57694 -4.79305 5.19661
O -0.29603 -5.88996 5.67230
H -2.62389 -7.26464 6.41175
H -2.99519 -7.76855 4.75794
H -1.49498 -8.28772 5.55166
H -2.17873 -5.37553 4.94035
H -1.61313 -6.14512 2.74055
H -0.52578 -7.40313 3.35623
O 0.90995 3.08042 -2.60278
V -0.02427 4.30407 -2.03082
O -0.47845 5.78462 -1.50938
C 4.30870 -0.95422 8.15162
O 3.97706 -2.13537 8.48126
O 4.83345 -0.89059 6.84736
O 4.20164 0.06346 8.79978
H 4.74712 -1.84092 6.68203
Cl -6.10963 -7.83210 0.03069
C -6.99942 -6.91581 1.27133
C -6.20777 -5.74153 1.77533
Cl -4.78939 -6.26861 2.72800
H -7.25718 -7.59827 2.07528
H -7.91885 -6.56140 0.81091
H -6.82404 -5.13397 2.43416
H -5.85995 -5.11522 0.95647
C 3.35228 5.80401 1.68211
C 3.54593 4.43870 1.07310
O 2.63971 3.85899 0.46968
N 4.75097 3.85832 1.20970
C 5.92947 4.38256 1.88670
H 2.33680 6.13168 1.48929
H 3.50877 5.76720 2.76002
H 4.04170 6.52279 1.24018
H 4.81419 2.94980 0.77959
H 6.75463 4.45820 1.17837
H 6.22093 3.70832 2.69031
H 5.73365 5.36119 2.30557
Mg 3.40313 -4.36332 4.38742
F -0.78746 3.23469 -5.18086
Al -1.98485 2.60187 -6.21456
F -2.17748 0.93680 -5.85092
F -1.52284 2.75256 -7.80430
F -3.42231 3.39487 -5.94144
C 4.32122 6.74685 -6.30787
C 4.03312 5.81158 -5.13947
C 4.72368 4.44528 -5.25092
O 4.12215 3.55173 -6.15373
C 4.47545 3.72284 -7.51647
N 2.58105 5.67949 -4.99142
H 3.76163 6.47040 -7.19995
H 4.03424 7.76503 -6.05198
H 5.38350 6.75018 -6.55562
H 4.42427 6.28879 -4.23552
H 4.65700 3.95468 -4.27449
H 5.79249 4.56330 -5.47605
H 5.51460 4.04675 -7.62386
H 3.81283 4.43427 -8.01280
H 4.35657 2.75941 -8.00745
H 2.37595 5.13965 -4.15873
H 2.24293 5.09164 -5.74880
K -7.53196 -1.15950 -1.59297
*
```

Löwdin population analysis, charges in e, atoms 1 to 4:
1. C 0.0272
2. C -0.5257
3. O 0.1288
4. O 0.1165

=====

# 2
C25H44B11Br6KN2O6P2S2 | ωB97M-V with the def2-TZVPD basis set

Results
HOMO-LUMO gap (spin up / spin down): 4.6 / 4.7 eV
Relative energy (zero: lowest compared OMol25 entry of this formula, charge and spin): 13.34 kcal per mole
Electronic energy: -19336.96375 Ha
HOMO (spin up / spin down): -0.3229 / -0.3229 Eh

ORCA input file:
```
! RIJCOSX wB97M-V def2-TZVPD def2/J DEFGRID3
* xyz 0 1
K 1.61474 -0.28085 -0.32396
C -2.62784 4.20186 1.66014
C -2.91180 4.43074 0.19218
C -4.15171 3.88913 -0.32333
C -4.49003 4.13849 -1.63682
C -3.61380 4.85508 -2.44046
C -2.47558 5.49457 -1.98357
C -2.12336 5.26584 -0.65875
H -1.89639 4.91432 2.00695
H -2.24813 3.16544 1.78836
H -3.53965 4.27394 2.23568
H -4.81166 3.23517 0.32145
H -5.40103 3.77778 -2.05246
H -3.79711 4.88290 -3.52782
H -1.96314 6.26147 -2.61158
H -1.24545 5.77824 -0.18419
S 3.06601 -2.76347 -1.55085
C 3.84141 -1.80730 -2.69742
S 3.96843 -0.09327 -2.57119
C 4.40807 -2.39858 -3.83721
C 3.98845 -3.72460 -4.06691
N 3.66082 -4.81151 -4.39344
C 5.12775 -1.75688 -4.86975
N 5.79066 -1.31147 -5.71344
C -2.17492 -1.47738 4.81866
C -1.28094 -0.96578 3.66119
C -1.39365 0.55647 3.57491
O -1.91087 -1.55694 2.40047
P -1.18023 -2.22014 1.14284
O 0.29384 -1.98847 1.12188
C -2.20307 -1.57267 -0.29603
P -1.63988 -1.70089 -2.08498
O -0.20877 -1.27702 -2.19986
O -1.86887 -3.20105 -2.63859
C -0.55465 -3.99623 -2.74013
C -0.81830 -5.47640 -3.00725
C 0.15874 -3.51066 -3.97410
O -2.80388 -0.89916 -2.84731
C -4.07804 -1.16786 -3.56642
C -4.88229 -2.28190 -2.80138
C -3.82627 -1.56299 -4.98862
O -1.56257 -3.76159 1.07599
C -2.60088 -4.54451 1.76057
C -1.80195 -5.64944 2.48466
C -3.63686 -4.98269 0.75165
H -1.80204 -1.06177 5.79446
H -2.11265 -2.58758 4.82069
H -3.18482 -1.04777 4.64796
H -0.24928 -1.32880 3.66459
H -2.32736 0.81247 3.02255
H -0.54095 0.97982 2.99733
H -1.38331 1.04142 4.57594
H -2.35266 -0.47312 -0.08938
H -3.16209 -2.09386 -0.25425
H -0.03597 -3.82570 -1.77995
H -1.21452 -5.57423 -4.03280
H -1.49880 -6.00328 -2.28221
H 0.15148 -5.94059 -2.99352
H -0.49430 -3.65783 -4.81962
H 1.16917 -4.01643 -4.18047
H 0.49288 -2.46639 -3.87950
H -4.50928 -0.19020 -3.53749
H -4.26198 -3.18344 -2.66088
H -5.80269 -2.51002 -3.32503
H -5.17970 -1.82048 -1.84190
H -3.23072 -2.47572 -5.12067
H -3.28051 -0.77744 -5.52682
H -4.76554 -1.73874 -5.48451
H -3.05373 -3.88513 2.51919
H -1.50124 -6.36697 1.70660
H -2.40687 -6.11897 3.30492
H -0.88430 -5.16528 2.83178
H -3.30653 -5.83001 0.15215
H -3.94325 -4.17922 0.11291
H -4.51511 -5.41599 1.29699
Br 4.76153 3.39464 -1.26250
B 4.86948 3.61803 0.68343
B 5.87773 4.90774 1.33439
C 6.51953 4.38744 2.76092
B 6.45233 3.23406 1.42787
B 6.19856 2.76558 3.12435
B 5.37510 4.10961 4.05309
B 5.11387 5.44304 2.93334
B 4.10030 4.90562 1.59310
Br 2.95326 6.07926 0.44881
B 3.79240 4.35748 3.26036
Br 2.35524 5.00026 4.49382
B 4.50558 2.65615 3.44355
Br 3.65124 1.35926 4.57658
B 5.07385 2.21622 1.86075
Br 4.75987 0.26320 1.27319
B 3.62833 3.14988 1.95482
Br 1.74152 2.44014 1.53232
H 6.47966 5.62379 0.59996
H 7.47747 4.75882 3.02730
H 7.44069 3.01782 0.79024
H 7.07283 2.07577 3.66009
H 5.59850 4.11572 5.18218
H 5.19250 6.64192 3.19927
*
```

Löwdin population analysis, charges in e, atoms 1 to 4:
1. K 0.4831
2. C -0.0563
3. C -0.2489
4. C -0.0590

=====

# 3
C25H44Cl30FN2O2 | ωB97M-V with the def2-TZVPD basis set

Results
HOMO-LUMO gap: 7.6 eV
Electronic energy: -15143.87367 Ha
HOMO: -0.4399 Eh

ORCA input file:
```
! RIJCOSX wB97M-V def2-TZVPD def2/J DEFGRID3
* xyz 1 1
C -0.64577 -5.55492 1.33085
C -0.70535 -4.00107 0.71536
O 0.50285 -3.43650 0.43875
O -1.99621 -3.31758 0.53791
C -2.12233 -2.69051 -0.78685
C -2.46712 -1.06905 -0.56638
C -1.18626 -0.49269 0.34179
C 0.08325 0.09749 -0.57534
C 1.37272 0.62806 0.35027
C 1.18265 0.48168 2.00607
N -0.12010 -0.09569 2.49828
C -0.21230 -0.19847 4.04012
C 0.31359 1.14980 4.81021
F -1.66382 -0.36949 4.40467
N -1.20930 -0.56230 1.83005
H -0.34509 -5.54672 2.48369
H -1.70307 -6.08016 1.28803
H 0.17353 -6.21477 0.79986
H -3.02221 -3.23511 -1.33779
H -1.17400 -2.81627 -1.47817
H -2.46206 -0.59387 -1.65667
H -3.49644 -0.97285 -0.01808
H 0.08276 0.10626 -1.74549
H 2.36944 1.04475 -0.13326
H 2.08326 0.82907 2.67394
H 0.36599 -1.17541 4.40731
H 0.11267 2.15466 4.24359
H -0.10933 1.15043 5.92665
H 1.49725 1.05368 4.93180
C -5.45767 1.76742 0.36182
Cl -5.73760 0.88689 -1.14528
Cl -4.06830 1.10913 1.23437
H -5.26686 2.81806 0.12981
H -6.34602 1.68435 0.99263
C 4.37601 -1.76056 -0.66866
Cl 2.85498 -0.92591 -0.32969
Cl 5.74932 -0.65402 -0.54785
H 4.50647 -2.56977 0.05400
H 4.33830 -2.17189 -1.68029
C 0.87886 2.00409 -4.25376
Cl 0.06771 0.44701 -4.04732
Cl 1.37152 2.67621 -2.69474
H 1.76553 1.86347 -4.87676
H 0.19248 2.70096 -4.74085
C -7.07284 -0.33135 3.58203
Cl -7.12739 1.33285 2.98830
Cl -5.89939 -1.29241 2.67405
H -6.78653 -0.32363 4.63657
H -8.06260 -0.78103 3.47176
C 0.34012 -7.64381 -2.34486
Cl 1.82640 -8.60052 -2.31762
Cl 0.55934 -6.10413 -1.50440
H 0.06333 -7.44605 -3.38330
H -0.45530 -8.20816 -1.85211
C -9.28732 0.26400 -1.01589
Cl -8.46696 0.47127 0.53624
Cl -10.88883 1.01213 -0.99370
H -8.68725 0.73114 -1.80061
H -9.39611 -0.80376 -1.22098
C 1.94957 6.33975 -2.85875
Cl 0.74646 5.75819 -4.01606
Cl 2.62591 7.89099 -3.36988
H 1.47378 6.46330 -1.88282
H 2.75640 5.60649 -2.78565
C 5.33630 6.12114 -1.23900
Cl 4.52516 4.56407 -1.03256
Cl 5.82896 6.79327 0.32002
H 6.22297 5.98052 -1.86200
H 4.64992 6.81802 -1.72609
C 8.31810 5.12395 2.37411
Cl 9.42513 5.46542 3.70937
Cl 9.17634 5.09084 0.82900
H 7.84848 4.15150 2.54116
H 7.55209 5.90241 2.33913
C 10.22365 1.86203 3.16975
Cl 8.81039 1.20367 2.33650
Cl 10.49423 1.03883 4.71058
H 11.10400 1.72942 2.53611
H 10.06176 2.92609 3.35834
C 0.35810 -11.95184 -1.86159
Cl 0.67269 -12.73383 -3.41548
Cl -1.28066 -11.29156 -1.80209
H 0.47416 -12.68834 -1.06273
H 1.07464 -11.13896 -1.72089
C -14.47572 1.47434 -2.13966
Cl -16.19646 1.53876 -2.53961
Cl -14.12970 2.39267 -0.66929
H -14.18520 0.43234 -1.98499
H -13.90199 1.89833 -2.96735
C 2.87753 -1.48992 -4.84445
Cl 3.68122 -2.71648 -3.85720
Cl 3.97370 -0.15355 -5.21535
H 2.54525 -1.94752 -5.77948
H 2.01531 -1.10151 -4.29699
C 7.29235 3.35109 -3.53055
Cl 5.57161 3.41551 -3.93050
Cl 7.63837 4.26942 -2.06018
H 7.58287 2.30909 -3.37588
H 7.86607 3.77508 -4.35825
C -2.78228 2.47637 6.55727
Cl -4.30331 3.31102 6.89625
Cl -1.40897 3.58292 6.67809
H -2.65182 1.66716 7.27993
H -2.81999 2.06505 5.54565
*
```

Löwdin population analysis, charges in e, atoms 1 to 4:
1. C -0.0615
2. C -0.2818
3. O -0.0931
4. O -0.1099